--- i ---
C2H4N2S2 | ωB97M-V/def2-TZVPD

- E_LUMO: -0.7906 eV
- HOMO energy: -9.01 eV
- Frontier orbital gap: 8.22 eV
- Molecular weight: 120.20 g/mol
- SMILES: [H]/N=C1/CNSS1

CARTESIAN COORDINATES (ANGSTROEM)
H1 -1.209 2.474 -0.108
N1 -1.300 1.485 -0.047
C1 -0.270 0.788 0.021
C2 -0.344 -0.685 0.296
N2 0.637 -1.523 -0.345
S1 2.162 -0.801 0.044
S2 1.355 1.427 -0.063
H2 0.025 -0.725 1.286
H3 -1.433 -0.982 0.202
H4 0.378 -1.458 -1.287


--- ii ---
C2H4N2S2 | ωB97M-V/def2-TZVPD

- E_LUMO: -0.4309 eV
- HOMO energy: -9.11 eV
- Frontier orbital gap: 8.68 eV
- Molecular weight: 120.20 g/mol
- SMILES: [H]/N=C\NSC=S

CARTESIAN COORDINATES (ANGSTROEM)
H1 1.277 -0.175 -1.552
N1 1.632 -0.889 -0.912
C1 1.329 -0.680 0.292
N2 0.600 0.393 0.845
S1 -0.285 1.464 -0.095
C2 -1.767 0.616 -0.433
S2 -2.228 -0.840 0.076
H2 1.645 -1.371 1.082
H3 0.231 0.254 1.773
H4 -2.434 1.229 -1.076


--- iii ---
C2H4N2S2 | ωB97M-V/def2-TZVPD

- E_LUMO: -0.4729 eV
- HOMO energy: -8.69 eV
- Frontier orbital gap: 8.22 eV
- Molecular weight: 120.20 g/mol

CARTESIAN COORDINATES (ANGSTROEM)
C1 0.722 0.258 -0.101
C2 -0.887 0.277 -0.129
H1 0.976 -1.386 1.132
H2 2.368 -1.143 0.088
H3 0.591 1.998 -0.968
H4 -2.956 -0.884 0.235
N1 1.285 -0.838 0.474
N2 1.226 1.355 -0.621
S1 -1.656 -1.148 -0.350
S2 -1.669 1.511 0.239


Which of them is the least stable? Correct choice: iii.


--- i ---
C2H5N3S2 | ωB97M-V/def2-TZVPD

- E_LUMO: -0.0670 eV
- HOMO energy: -8.87 eV
- Frontier orbital gap: 8.80 eV
- Molecular weight: 135.22 g/mol
- SMILES: NN(C=S)/C=N\S

CARTESIAN COORDINATES (ANGSTROEM)
N1 -1.233 1.212 -0.747
N2 -0.421 0.356 -0.012
C1 -0.970 -0.777 0.500
S1 -2.281 -1.504 -0.142
C2 0.901 0.809 0.236
N3 1.953 0.123 0.133
S2 1.999 -1.419 -0.461
H1 -1.890 1.667 -0.129
H2 -1.776 0.650 -1.396
H3 -0.421 -1.219 1.330
H4 1.067 1.880 0.514
H5 3.072 -1.779 0.175


--- ii ---
C2H5N3S2 | ωB97M-V/def2-TZVPD

- E_LUMO: -0.2586 eV
- HOMO energy: -8.86 eV
- Frontier orbital gap: 8.60 eV
- Molecular weight: 135.22 g/mol

CARTESIAN COORDINATES (ANGSTROEM)
C1 0.559 1.038 -0.121
C2 -1.069 1.298 -0.209
H1 1.928 -0.950 1.242
H2 -0.133 -1.110 -0.043
H3 0.972 2.703 0.739
H4 -1.313 2.309 -0.594
H5 -3.300 -1.312 -0.401
N1 0.913 -0.127 -0.538
N2 1.392 1.877 0.373
N3 -2.159 0.690 -0.067
S1 2.323 -1.030 -0.026
S2 -2.080 -1.016 0.192


Which of them is the least stable? Correct choice: ii.


--- i ---
C2H5N3S2 | ωB97M-V/def2-TZVPD

- E_LUMO: 0.3340 eV
- HOMO energy: -9.22 eV
- Frontier orbital gap: 9.55 eV
- Molecular weight: 135.22 g/mol

CARTESIAN COORDINATES (ANGSTROEM)
C1 2.521 -0.837 -0.195
C2 2.511 -0.631 1.163
N1 2.538 0.262 -0.964
N2 2.613 0.691 1.395
N3 -0.531 0.106 0.201
S1 -1.854 0.752 -0.781
S2 2.641 1.523 -0.003
H1 2.482 -1.973 -0.592
H2 2.518 -1.290 2.025
H3 -1.145 1.773 -1.347
H4 -0.524 -0.867 0.174
H5 -0.663 0.440 1.121


--- ii ---
C2H5N3S2 | ωB97M-V/def2-TZVPD

- E_LUMO: -0.6950 eV
- HOMO energy: -8.54 eV
- Frontier orbital gap: 7.85 eV
- Molecular weight: 135.22 g/mol
- SMILES: C1=NN=CSS1.N

CARTESIAN COORDINATES (ANGSTROEM)
C1 1.910 1.415 -0.722
N1 1.405 0.468 -1.421
N2 1.113 -0.702 -0.882
C2 1.730 -1.444 -0.074
S1 3.313 -0.877 0.585
S2 2.446 1.093 0.891
H1 1.876 2.271 -1.319
H2 1.260 -2.344 0.357
N3 -0.763 0.071 0.365
H3 -0.181 -0.235 1.133
H4 -1.591 -0.465 0.421
H5 -0.933 1.055 0.377


--- iii ---
C2H5N3S2 | ωB97M-V/def2-TZVPD

- E_LUMO: 0.1217 eV
- HOMO energy: -8.40 eV
- Frontier orbital gap: 8.53 eV
- Molecular weight: 135.22 g/mol

CARTESIAN COORDINATES (ANGSTROEM)
C1 -1.510 -0.432 -0.100
C2 2.174 -1.088 -0.239
H1 0.552 1.752 0.075
H2 -0.507 1.421 1.351
H3 -2.162 1.365 -0.607
H4 2.379 -1.974 0.480
H5 3.003 -0.649 -0.954
N1 -0.485 1.736 0.412
N2 -1.358 0.899 -0.338
N3 0.983 -0.519 -0.466
S1 -2.911 -1.217 -0.101
S2 -0.156 -1.293 0.486


--- iv ---
C2H5N3S2 | ωB97M-V/def2-TZVPD

- E_LUMO: -0.1528 eV
- HOMO energy: -8.76 eV
- Frontier orbital gap: 8.60 eV
- Molecular weight: 135.22 g/mol
- SMILES: NC(=S)N/C=N\S

CARTESIAN COORDINATES (ANGSTROEM)
N1 0.729 -1.062 -0.775
C1 0.238 0.185 -1.000
S1 0.763 1.192 -2.281
N2 -0.908 0.402 -0.241
C2 -1.361 -0.657 0.533
N3 -0.935 -1.046 1.646
S2 0.279 -0.089 2.267
H1 1.527 -1.399 -1.409
H2 -0.070 -1.948 -0.479
H3 -1.701 0.817 -0.851
H4 -2.357 -1.100 0.201
H5 0.460 0.759 1.162


Which of them is the least stable? Correct choice: ii.


--- i ---
C3H8NO | ωB97M-V/def2-TZVPD

- E_LUMO: 4.2558 eV
- HOMO energy: -2.30 eV
- Frontier orbital gap: 6.55 eV
- Total charge: -1
- Molecular weight: 74.10 g/mol

CARTESIAN COORDINATES (ANGSTROEM)
C1 0.527 -0.152 2.185
O1 -0.686 0.366 1.708
H1 1.422 0.190 1.511
H2 0.641 -1.246 2.010
H3 0.698 0.177 3.216
C2 -0.110 -0.747 -2.358
C3 -0.115 0.295 -1.452
N1 -1.244 0.719 -0.829
H4 -1.031 -1.270 -2.445
H5 0.860 -1.055 -2.703
H6 0.836 0.753 -1.135
H7 -0.936 1.565 -0.327
H8 -0.863 0.406 0.620


--- ii ---
C3H8NO | ωB97M-V/def2-TZVPD

- E_LUMO: 4.4582 eV
- HOMO energy: -2.04 eV
- Frontier orbital gap: 6.50 eV
- Total charge: -1
- Molecular weight: 74.10 g/mol

CARTESIAN COORDINATES (ANGSTROEM)
C1 -0.769 -1.027 1.597
O1 -0.099 0.084 2.170
H1 -1.612 -1.296 2.224
H2 -1.061 -0.836 0.559
H3 0.000 -1.804 1.488
C2 0.071 -0.295 -1.853
C3 0.381 0.910 -1.254
N1 1.057 1.195 -0.129
H4 0.275 -1.218 -1.324
H5 0.104 -0.287 -2.939
H6 0.069 1.813 -1.811
H7 1.257 2.188 -0.143
H8 0.327 0.575 1.416


Which of them is the least stable? Correct choice: i.


--- i ---
C18H20N4O3S2 | ωB97M-V/def2-TZVPD

- E_LUMO: -0.7141 eV
- HOMO energy: -8.99 eV
- Frontier orbital gap: 8.27 eV
- Molecular weight: 404.52 g/mol

CARTESIAN COORDINATES (ANGSTROEM)
C1 1.944 2.936 2.392
H1 2.200 3.673 3.149
H2 1.375 2.140 2.866
C2 3.203 2.377 1.740
H3 3.830 1.904 2.499
H4 3.777 3.189 1.291
C3 2.873 1.358 0.650
N1 2.172 0.216 1.194
C4 1.037 -0.258 0.658
O1 0.459 0.277 -0.273
C5 0.483 -1.518 1.325
N2 -0.037 -2.424 0.323
S1 0.976 -2.648 -0.981
O2 2.314 -2.381 -0.527
O3 0.698 -3.941 -1.529
C6 0.536 -1.446 -2.235
C7 1.499 -0.893 -3.027
C8 1.174 0.043 -4.029
C9 -0.116 0.443 -4.244
C10 -1.126 -0.107 -3.437
N3 -2.435 0.156 -3.465
S2 -3.159 -0.708 -2.330
N4 -1.875 -1.477 -1.744
C11 -0.800 -1.075 -2.422
H5 -0.376 1.167 -4.999
H6 1.971 0.455 -4.631
H7 2.525 -1.179 -2.855
H8 -0.966 -2.183 -0.009
H9 1.302 -2.051 1.820
C12 -0.599 -1.162 2.364
C13 -1.795 -0.516 1.724
C14 -2.879 -1.291 1.330
C15 -3.970 -0.712 0.708
C16 -3.986 0.651 0.462
C17 -2.912 1.432 0.856
C18 -1.826 0.852 1.488
H10 -0.996 1.469 1.797
H11 -2.920 2.495 0.671
H12 -4.834 1.105 -0.029
H13 -4.809 -1.325 0.412
H14 -2.871 -2.355 1.518
H15 -0.898 -2.085 2.863
H16 -0.153 -0.490 3.102
H17 2.672 -0.348 1.862
H18 3.792 1.023 0.156
H19 2.212 1.797 -0.100
H20 1.312 3.412 1.646


--- ii ---
C18H20N4O3S2 | ωB97M-V/def2-TZVPD

- E_LUMO: -1.1132 eV
- HOMO energy: -9.32 eV
- Frontier orbital gap: 8.20 eV
- Molecular weight: 404.52 g/mol

CARTESIAN COORDINATES (ANGSTROEM)
C1 -3.297 -3.771 0.805
H1 -2.978 -3.906 1.835
C2 -2.299 -2.899 0.053
C3 -0.916 -3.543 0.014
H2 -0.553 -3.673 1.036
C4 0.099 -2.724 -0.775
N1 0.458 -1.487 -0.113
C5 0.555 -0.328 -0.765
O1 0.346 -0.176 -1.956
C6 1.121 0.840 0.065
N2 0.862 0.727 1.485
S1 -0.699 0.811 2.097
O2 -1.268 -0.499 2.041
O3 -0.554 1.428 3.383
C7 -1.549 1.930 0.998
C8 -1.584 3.268 1.277
C9 -2.135 4.187 0.363
C10 -2.624 3.784 -0.852
C11 -2.592 2.416 -1.167
N3 -2.990 1.810 -2.290
S2 -2.720 0.238 -2.148
N4 -2.120 0.220 -0.669
C12 -2.066 1.470 -0.216
H3 -3.022 4.485 -1.568
H4 -2.151 5.233 0.628
H5 -1.180 3.603 2.220
H6 1.439 1.358 2.024
C13 2.608 0.802 -0.210
C14 3.142 1.538 -1.259
C15 4.495 1.471 -1.539
C16 5.326 0.671 -0.772
C17 4.796 -0.069 0.271
C18 3.442 -0.010 0.548
H7 3.023 -0.590 1.357
H8 5.438 -0.699 0.868
H9 6.382 0.622 -0.990
H10 4.902 2.046 -2.357
H11 2.492 2.154 -1.862
H12 0.703 1.768 -0.358
H13 0.464 -1.474 0.896
H14 1.014 -3.314 -0.917
H15 -0.294 -2.459 -1.760
H16 -0.985 -4.532 -0.445
H17 -2.223 -1.929 0.543
H18 -2.649 -2.739 -0.969
H19 -3.383 -4.752 0.339
H20 -4.279 -3.306 0.811


Which of them is the least stable? Correct choice: ii.


--- i ---
C2H7N2O2 | ωB97M-V/def2-TZVPD

- E_LUMO: 4.4227 eV
- HOMO energy: -4.43 eV
- Frontier orbital gap: 8.85 eV
- Total charge: -1
- Molecular weight: 91.09 g/mol

CARTESIAN COORDINATES (ANGSTROEM)
N1 0.610 1.099 0.971
C1 -0.809 1.270 0.652
N2 -1.465 0.002 0.392
H1 1.207 1.806 0.567
H2 0.922 0.216 0.572
H3 -0.943 1.917 -0.227
H4 -1.316 1.759 1.490
H5 -1.139 -0.632 1.123
H6 -0.986 -0.376 -0.425
O1 1.262 -0.703 -1.873
C2 0.970 -1.751 -1.276
O2 0.930 -1.959 -0.043
H7 0.757 -2.648 -1.924


--- ii ---
C2H7N2O2 | ωB97M-V/def2-TZVPD

- E_LUMO: 4.2828 eV
- HOMO energy: -3.62 eV
- Frontier orbital gap: 7.90 eV
- Total charge: -1
- Molecular weight: 91.09 g/mol

CARTESIAN COORDINATES (ANGSTROEM)
C1 2.020 0.290 1.110
O1 1.006 -0.597 1.633
H1 2.463 -0.085 0.145
H2 1.608 1.285 0.932
H3 2.817 0.370 1.854
N1 -1.028 0.479 0.530
C2 -0.866 0.168 -0.780
N2 -0.396 -1.123 -1.053
O2 -1.287 0.853 -1.721
H4 0.096 -0.220 1.276
H5 -1.712 1.210 0.573
H6 -0.096 -1.244 -2.025
H7 0.110 -1.600 -0.368


Which of them is the least stable? Correct choice: ii.